The following is a quantum chemistry calculation of a structure of composition C44H44N5O4P2Ti at a distorted geometry, from the Open Molecules 2025 dataset.

Its LUMO energy is -3.2 eV. The calculation puts the gap between HOMO and LUMO at 0.2464 Ha. Its charge is +1. The molar mass comes out at 816.68 g mol⁻¹.

Geometry (Å):
Ti -0.0615 0.2041 -1.0426
C -3.4368 1.6935 -3.0673
C -2.4614 1.5614 -1.9354
O -1.4761 0.7317 -2.1076
C -2.5910 2.3547 -0.8170
C -1.4716 2.6431 -0.0001
C -1.4229 3.9344 0.7563
N -0.3977 1.8934 -0.0857
N 0.8250 2.5807 0.0061
C 1.4938 2.3140 -1.0794
O 1.0336 1.4370 -1.9388
C 2.7282 3.0482 -1.4096
C 3.1711 4.1227 -0.6471
C 4.3239 4.7964 -1.0156
C 5.0338 4.4147 -2.1430
C 4.5825 3.3553 -2.9196
C 3.4314 2.6797 -2.5577
H -3.5674 0.7379 -3.5740
H -4.3949 2.0589 -2.7066
H -3.0411 2.4058 -3.7953
H -3.4527 3.0012 -0.7425
H -2.4247 4.2305 1.0601
H -0.7779 3.8337 1.6266
H -0.9976 4.7140 0.1223
H 2.6024 4.4278 0.2194
H 4.6713 5.6254 -0.4121
H 5.9341 4.9440 -2.4270
H 5.1210 3.0623 -3.8115
H 3.0547 1.8628 -3.1576
C 1.9639 -2.0961 0.5415
P 1.5866 -0.3644 1.1120
C 3.1784 0.5349 1.1590
C 3.2579 1.5836 2.0814
C 4.4448 2.2630 2.2736
C 5.5672 1.9170 1.5293
C 5.4897 0.9009 0.5955
C 4.2973 0.2122 0.4040
C 1.4904 -0.8047 2.9023
C 0.2820 -1.3061 3.3772
C 0.1860 -1.8226 4.6598
C 1.3021 -1.8496 5.4808
C 2.5122 -1.3598 5.0104
C 2.6134 -0.8437 3.7272
C 0.8121 -2.5788 -0.2872
C 0.5331 -3.8535 -0.7073
C -0.7634 -3.8275 -1.2917
C -1.2149 -2.5375 -1.1985
C -2.5824 -1.9640 -1.4009
P -2.7544 -0.7220 -0.0348
C -4.5279 -0.2255 -0.1909
C -5.0841 0.5264 0.8459
C -6.4256 0.8647 0.8337
C -7.2322 0.4813 -0.2305
C -6.6816 -0.2279 -1.2845
C -5.3386 -0.5851 -1.2619
C -2.9993 -1.7473 1.4660
C -3.5768 -3.0114 1.4911
C -3.8946 -3.6078 2.7013
C -3.6556 -2.9448 3.8972
C -3.0686 -1.6881 3.8845
C -2.7399 -1.0982 2.6734
N -0.2407 -1.7413 -0.6062
H 2.9095 -2.1150 0.0033
H 2.0570 -2.7402 1.4140
H 2.3886 1.8318 2.6783
H 4.4999 3.0598 3.0045
H 6.4977 2.4519 1.6684
H 6.3646 0.6288 0.0192
H 4.2595 -0.5877 -0.3228
H -0.5826 -1.3120 2.7284
H -0.7577 -2.2172 5.0154
H 1.2343 -2.2614 6.4791
H 3.3912 -1.3933 5.6408
H 3.5705 -0.4848 3.3792
H 1.1723 -4.7161 -0.6005
H -1.3042 -4.6785 -1.6765
H -2.6866 -1.4349 -2.3532
H -3.3420 -2.7435 -1.3632
H -4.4622 0.8407 1.6752
H -6.8455 1.4250 1.6592
H -8.2835 0.7367 -0.2397
H -7.2961 -0.5139 -2.1286
H -4.9339 -1.1522 -2.0914
H -3.7840 -3.5421 0.5703
H -4.3427 -4.5929 2.7161
H -3.9218 -3.4060 4.8391
H -2.8668 -1.1740 4.8159
H -2.2762 -0.1167 2.6514
C 3.9105 -2.5352 -4.1278
O 3.5429 -1.8236 -2.9454
C 2.3284 -1.3218 -2.7906
O 2.0471 -0.7328 -1.7670
N 1.4366 -1.4690 -3.7976
N 0.1649 -0.9509 -3.5847
H 4.9431 -2.8300 -3.9750
H 3.8438 -1.8984 -5.0113
H 3.3051 -3.4345 -4.2562
H 1.6262 -2.0376 -4.6043
H -0.5343 -1.6839 -3.6201
H -0.0416 -0.2200 -4.2524